[1]
52
Properties=species:S:1:pos:R:3:nbo_charge:R:1 method="wB97M-V/def2-TZVPD" lumo_ha=0.0200 smiles="O=C(O)[C@H]1[C@H](C(=O)NC2CCN(Cc3ccccc3)CC2)[C@H]2C=C[C@@H]1C2" homo_lumo_gap_ev=9.08 e_above_lowest_ev=1.638 max_force_ev_per_a=0.6 total_energy_ha=-1151.0786 multiplicity=1
C -1.08 -1.28 1.19 -0.4264
H 2.66 3.41 0.79 0.2241
C 0.49 4.79 -1.33 -0.2003
C -0.92 -4.97 -2.83 -0.2471
C 0.30 4.28 1.44 -0.3318
H -0.63 0.93 -0.50 0.3912
H -1.86 -1.22 0.43 0.1908
C 1.36 5.19 0.75 -0.2510
H 1.84 5.89 1.41 0.2357
H 0.02 -1.37 -1.36 0.1881
H -1.41 -4.13 -3.30 0.2066
H -1.42 -0.75 2.08 0.2217
H -0.02 4.82 -2.28 0.2145
H -0.60 -5.99 -4.68 0.2117
H 1.68 -1.03 -0.87 0.2188
C 0.73 -1.44 -0.53 -0.4161
C 0.92 -2.91 -0.12 -0.2254
C 2.23 4.12 0.08 -0.3890
H 1.24 -3.50 -0.98 0.2142
C -0.80 -2.75 1.53 -0.2094
O -2.03 4.27 1.85 -0.6940
H 0.53 -7.92 -3.63 0.2122
H 1.69 -2.96 0.65 0.1958
C 0.17 -7.10 -3.02 -0.2225
O -0.96 6.19 2.18 -0.5975
C 0.46 1.79 1.00 0.6997
C -0.76 -5.00 -1.45 0.0618
H -1.70 -3.23 1.90 0.2015
H 0.83 -7.97 -1.19 0.2108
C -0.12 -6.09 -0.87 -0.2412
H -1.57 -3.03 -1.22 0.1663
C 0.20 -0.63 0.65 -0.0662
H 0.96 -0.61 1.45 0.2313
H 0.74 3.85 2.35 0.2816
H 0.33 6.79 -0.52 0.2261
H 3.01 4.54 -0.55 0.2181
C 0.08 3.15 0.42 -0.3108
H -2.16 -4.23 -0.05 0.2106
H -0.95 3.12 0.06 0.2356
C -0.93 5.03 1.85 0.8087
C 0.67 5.77 -0.46 -0.1884
H 1.29 2.72 -1.41 0.2206
N -0.02 0.75 0.29 -0.6121
H 0.01 -6.10 0.20 0.2259
C 1.06 3.53 -0.73 -0.2424
H -2.79 4.78 2.16 0.4989
C -0.46 -6.02 -3.61 -0.2059
H -0.04 -2.79 2.33 0.1948
C 0.34 -7.13 -1.65 -0.1925
O 1.15 1.66 1.99 -0.6407
N -0.28 -3.52 0.42 -0.4474
C -1.27 -3.88 -0.58 -0.2594

[2]
54
Properties=species:S:1:pos:R:3:lowdin_spin:R:1 method="wB97M-V/def2-TZVPD" lumo_ha="-0.3475 / -0.4703" homo_lumo_gap_ev="7.76 / 4.41" e_above_lowest_ev=0.406 max_force_ev_per_a=1.2 total_energy_ha=-1941.3536 s2=6.047 charge=+3 multiplicity=5
H 2.58 0.66 0.00 0.0015
C 4.18 -0.50 0.87 0.0947
H -3.44 0.82 2.80 0.0007
H -1.82 2.68 3.14 0.0005
H -2.26 -3.26 0.48 0.0040
C -1.63 -2.38 -6.13 0.0001
H -1.84 3.05 -0.40 0.0006
H 2.76 -1.21 -2.41 -0.0002
O -0.14 1.07 0.54 0.1864
C -0.92 -2.09 -4.86 0.0016
H -2.57 -2.90 -5.95 0.0000
C -0.37 3.64 1.08 0.0058
H 2.73 -2.90 -2.95 -0.0001
H -0.24 4.32 1.93 0.0007
H 4.94 0.26 0.72 0.0039
H 2.02 -4.85 2.47 0.0015
H 3.71 -3.59 2.14 0.0029
N 0.22 -1.44 -2.43 0.0989
H -1.01 -2.99 -6.79 0.0000
S -2.06 -0.93 -1.25 0.0615
C 3.49 -2.65 1.67 0.0994
H -2.54 3.76 1.08 0.0000
H 1.08 -2.41 -5.52 0.0008
H 3.03 -1.62 -4.12 -0.0001
C 1.00 -1.81 -3.46 0.0104
C -2.62 0.94 2.08 0.0075
H -2.67 -1.71 -3.87 0.0000
C -1.10 -1.41 -2.60 0.0238
H -1.72 4.79 -0.09 0.0001
H -1.14 1.14 3.66 0.0003
C -0.05 -5.24 2.17 0.0694
Os -0.09 -0.91 0.04 2.3158
C 2.88 -0.26 0.47 0.0430
C 2.19 -2.37 1.24 0.0299
C -1.25 -4.79 1.61 0.2556
C 4.49 -1.70 1.48 -0.0046
C 1.05 -3.25 1.36 0.2330
C 0.45 -2.13 -4.69 0.0073
H 5.50 -1.91 1.81 -0.0018
C -0.18 -2.78 0.77 0.0839
C -1.50 1.69 2.79 0.0065
H -2.31 -0.06 1.79 0.0071
C -1.71 3.80 0.38 0.0008
H -0.02 -6.18 2.70 0.0001
S -0.03 2.03 1.79 0.0241
H -1.85 -1.44 -6.64 0.0001
N -1.66 -1.73 -3.78 0.0073
H -2.15 -5.39 1.71 0.0093
C 2.47 -1.87 -3.22 -0.0001
H -3.00 1.48 1.21 0.0001
N 1.91 -1.17 0.64 0.0547
C -1.31 -3.57 0.91 0.1426
H 0.48 3.81 0.42 0.0001
C 1.10 -4.49 2.04 0.1084

[3]
53
Properties=species:S:1:pos:R:3:nbo_charge:R:1 method="wB97M-V/def2-TZVPD" lumo_ha="-0.3974 / -0.3920" homo_lumo_gap_ev="6.41 / 6.56" e_above_lowest_ev=0.524 max_force_ev_per_a=0.9 total_energy_ha=-1761.6665 charge=+3 multiplicity=1
C 1.91 -1.73 2.36 -0.2115
H -0.14 -4.19 0.25 0.2192
H -2.98 0.40 -2.41 0.2261
H -0.02 -1.20 -5.67 0.2238
N 0.41 -2.23 0.56 -0.5492
C 0.98 1.27 -3.98 -0.5959
Ru -0.20 -0.84 -0.99 0.1810
C 0.90 3.66 -4.33 -0.2009
C 1.62 3.49 -5.52 -0.0887
C 0.40 -2.03 -5.11 -0.1098
H 2.05 0.14 -5.49 0.2315
Si 0.65 -0.19 -3.02 1.6370
H 0.33 -3.37 -6.77 0.2545
H 0.06 2.70 -2.63 0.2160
H -4.68 -2.39 -0.14 0.2419
C 1.53 -4.16 -3.69 -0.1956
C 0.77 -1.86 -3.76 -0.6650
H 1.98 -4.98 -3.16 0.2474
H 0.60 4.64 -4.02 0.2510
C -3.16 0.29 -1.34 -0.2531
H -0.45 0.60 -1.69 -0.0231
C 1.21 -3.99 1.94 -0.2250
N -5.23 -1.05 -1.65 -0.4937
H -5.22 -0.98 -2.68 0.4434
C 0.60 -3.24 -5.73 -0.2097
H 2.60 2.12 -6.85 0.2560
H 2.52 -3.43 3.53 0.2680
C -4.65 0.19 -1.04 -0.2502
C 1.33 -2.95 -3.05 -0.1817
H 1.66 -2.83 -2.03 0.2185
H 2.49 -1.00 2.91 0.2728
C 1.72 1.12 -5.17 -0.1623
H 1.33 -5.25 -5.53 0.2546
H -4.90 -3.15 -1.72 0.2721
C 2.03 2.23 -5.94 -0.1992
C 1.14 -1.37 1.28 0.0270
N -2.41 -0.90 -0.88 -0.5733
C -4.49 -2.28 -1.20 -0.2469
S 1.00 0.22 0.48 0.3664
H -2.76 1.17 -0.85 0.2678
C 1.16 -4.31 -5.03 -0.1104
H -4.85 0.14 0.03 0.2426
H 1.22 -5.04 2.17 0.2683
H -5.18 1.06 -1.45 0.2738
H -6.22 -1.14 -1.39 0.4652
C 0.59 2.56 -3.56 -0.1724
C -3.00 -2.13 -1.49 -0.2622
C 1.93 -3.08 2.69 -0.0799
H 1.86 4.36 -6.12 0.2537
H -2.81 -2.08 -2.56 0.2280
H -2.48 -3.01 -1.10 0.2554
H -2.54 -0.96 0.14 0.4067
C 0.45 -3.52 0.87 0.0898